Computed, not measured: a structure of composition C8H5N2O5V, with wB97M-V/def2-TZVPD.

```
! RIJCOSX wB97M-V def2-TZVPD def2/J DEFGRID3
* xyz 2 3
O -0.17270 5.34085 -0.96720
C -0.14570 4.19975 -0.94824
V 0.02430 -0.76231 -1.58040
C 0.12753 -2.66231 -1.09849
O 0.14156 -3.83323 -1.24112
C -0.10307 -1.34493 -3.72250
O -0.16411 -1.42593 -4.86805
C 1.73739 -0.09522 -0.96919
O 2.75055 0.34842 -0.52774
C -1.69213 -0.17871 -1.00314
O -2.70689 0.25934 -0.56420
H 0.16969 0.80033 -1.61569
N -0.14355 -1.13864 1.57178
C -0.10571 -0.74378 2.85224
C 0.09100 0.62592 2.82063
C 0.17389 0.97203 1.47004
N 0.02519 -0.14113 0.70445
H -0.29936 -2.08735 1.26534
H -0.21038 -1.41217 3.67479
H 0.18257 1.29549 3.65627
H 0.31994 1.98360 1.09042
*
```

Values from the calculation:
Energy above the lowest of the compared OMol25 structures with the same formula, charge and spin   21.9 kcal per mole
Maximum force   10.73 eV/Å
<S²>   2.016
Highest occupied orbital energy (spin up / spin down)   -17.66 / -17.65 eV
HOMO-LUMO gap (spin up / spin down)   6.04 / 6.34 eV

Atom charges from the natural (NBO) analysis, given in e for atoms 1 to 6: -0.435, 0.443, 0.402, 0.499, -0.245, 0.555